(1)
DFT (ωB97M-V/def2-TZVPD) results for a molecular structure, C20H38LiN2O13 in a non-equilibrium geometry.

Results
energy relative to the best compared isomer or geometry (same formula, charge and spin) = 50.5 kcal/mol
total charge = +1
E = -1879.4453 a.u.
Kohn-Sham gap = 7.765 eV
highest occupied orbital energy = -10.03 eV

Positions of all 74 atoms, in Å:
1 C 5.65468 -3.67964 0.26849
2 C 4.46268 -3.02164 -0.41151
3 N 3.93068 -1.82864 0.22149
4 C 3.54468 -2.18264 1.68649
5 C 4.97768 -0.71364 0.46749
6 C 5.69068 -0.26964 -0.82551
7 C 2.76368 -1.21564 -0.37251
8 C 1.58168 -2.22664 -0.60651
9 O 0.56168 -1.58564 -1.23851
10 C -0.54032 -2.46664 -1.61251
11 H 5.69168 -4.21964 1.15049
12 H 6.51068 -2.89564 0.39249
13 H 6.06168 -4.45464 -0.50551
14 H 3.71068 -3.93064 -0.61451
15 H 4.74568 -3.03164 -1.44451
16 H 2.87668 -1.52964 2.13749
17 H 4.48068 -2.26464 2.39449
18 H 3.13968 -3.17164 1.84449
19 H 5.87768 -1.02564 1.12149
20 H 4.47768 0.22236 1.01149
21 H 6.28468 -1.13164 -1.30351
22 H 6.47368 0.41636 -0.41251
23 H 5.30368 0.40136 -1.41451
24 H 3.11968 -0.97764 -1.24751
25 H 2.27068 -0.27064 0.18849
26 H 1.18468 -2.35164 0.30849
27 H 2.13868 -3.12364 -1.20151
28 H -0.91132 -2.61764 -0.60451
29 H -0.30532 -3.29364 -2.32551
30 H -1.38732 -1.89064 -2.04351
31 Li -0.40732 1.07236 -1.54551
32 N 0.92868 0.77836 -3.47251
33 O 1.42668 1.15936 -2.37451
34 O 1.36868 1.24136 -4.50351
35 O -0.33432 0.43936 -3.57351
36 C -5.02832 -2.41564 0.99449
37 C -4.90932 -1.75464 -0.41651
38 C -5.75632 -0.53364 -0.77051
39 O -4.73632 0.50536 -0.90351
40 C -3.59232 -0.03564 -0.96151
41 O -2.54332 0.50436 -1.10251
42 O -3.61232 -1.34764 -0.60451
43 H -6.18832 -2.92764 0.95949
44 H -4.95532 -1.74064 1.78149
45 H -4.17532 -3.27664 1.30649
46 H -5.18232 -2.65364 -0.94351
47 H -6.60932 -0.40464 -0.16451
48 H -6.18032 -0.79964 -1.70451
49 C -2.44132 7.08736 -2.29051
50 C -1.85432 6.65536 -1.03851
51 C -3.02232 5.82736 -0.12351
52 O -2.67732 4.52336 -0.33251
53 C -1.59932 4.22036 -1.12351
54 O -1.15732 3.15736 -1.45251
55 O -1.01632 5.49436 -1.39551
56 H -2.95232 7.97836 -2.21151
57 H -3.09932 6.44236 -2.68651
58 H -1.66132 7.38036 -2.93651
59 H -1.47032 7.49136 -0.55051
60 H -4.22632 6.15036 -0.26551
61 H -2.98332 6.22336 0.97549
62 C -2.34032 -1.25964 3.54249
63 C -1.30232 -0.19564 3.40249
64 C 0.22268 -0.66564 3.21449
65 O 0.53668 -0.01664 1.98849
66 C -0.42732 0.56936 1.45149
67 O -0.30432 1.11036 0.36849
68 O -1.57532 0.40336 2.11449
69 H -3.33032 -0.70564 3.67449
70 H -2.09432 -1.98464 4.50749
71 H -2.69332 -2.00064 2.86549
72 H -1.57132 0.48336 4.31949
73 H 0.28968 -1.66264 3.07849
74 H 0.86568 -0.18664 3.89449

=====

(2)
DFT (ωB97M-V/def2-TZVPD) results for 9 unconnected molecules or ions with the total composition C20H38O34S8 in a non-equilibrium geometry.

Results
E = -6528.0750 a.u.
SMILES = O=S1(=O)OCCO1.O=S1(=O)OCCO1.O=S1(=O)OCCO1.O=S1(=O)OCCO1.O=S1(=O)OCCO1.O=S1(=O)OCCO1.O=S1(=O)OCCO1.O=S1(=O)OCCO1.O=C1CCCO1
Kohn-Sham gap = 10.177 eV
highest occupied orbital energy = -10.24 eV

Positions of all 100 atoms, in Å:
1 O -6.42349 3.15787 -4.30789
2 S -7.81560 3.31921 -4.71444
3 O -8.81625 3.85467 -3.77091
4 O -7.73366 4.08981 -6.19362
5 C -7.67722 3.16106 -7.22585
6 C -8.23409 1.85493 -6.71452
7 O -8.48089 1.90008 -5.32922
8 H -8.31130 3.52623 -8.03375
9 H -6.70895 2.80804 -7.58070
10 H -7.55502 1.00475 -6.77895
11 H -9.26283 1.75580 -7.06091
12 O 0.70064 -9.75913 0.21305
13 S 1.78041 -8.87501 -0.00099
14 O 1.89180 -8.34313 -1.40798
15 O 1.86708 -7.79879 1.20991
16 C 3.14933 -7.40731 1.43141
17 C 4.03558 -8.75434 1.18166
18 O 3.21571 -9.66756 0.45903
19 H 3.36716 -6.64387 0.68455
20 H 3.25909 -7.05559 2.45726
21 H 4.55135 -9.10296 2.07638
22 H 4.71451 -8.44435 0.38727
23 O -2.04810 7.38601 3.93601
24 S -2.95517 6.29329 4.32356
25 O -2.55346 5.25671 5.29880
26 O -4.48019 6.80879 4.73127
27 C -5.39626 6.62371 3.63850
28 C -4.91091 5.33066 2.99993
29 O -3.57656 5.49513 2.98580
30 H -6.40678 6.31800 3.90956
31 H -5.39709 7.52114 3.01986
32 H -5.24579 5.20497 1.97030
33 H -5.13004 4.42823 3.57062
34 O 2.28193 1.36769 -1.68590
35 S 1.75894 0.22314 -0.87512
36 O 2.63911 -0.79624 -0.26659
37 O 0.70310 0.78604 0.21665
38 C -0.69822 0.49256 -0.13704
39 C -0.74145 0.09125 -1.54542
40 O 0.56281 -0.51641 -1.72293
41 H -0.97589 -0.39505 0.43142
42 H -1.38856 1.30815 0.07823
43 H -0.89713 0.98873 -2.14406
44 H -1.58290 -0.57574 -1.73302
45 O 9.49743 0.18667 -7.53115
46 S 8.53213 0.33798 -6.45202
47 O 8.90571 -0.16797 -5.12771
48 O 7.88019 1.83501 -6.38877
49 C 6.81989 1.90736 -7.37036
50 C 6.10892 0.60311 -7.08967
51 O 7.09299 -0.32602 -6.82356
52 H 6.34728 2.83032 -7.03440
53 H 7.13288 1.93355 -8.41413
54 H 5.38072 0.23170 -7.81069
55 H 5.49571 0.73459 -6.19815
56 O 10.60687 -5.30519 1.60164
57 S 9.34647 -4.72146 2.05754
58 O 8.52423 -5.50310 3.04782
59 O 9.59783 -3.16862 2.63112
60 C 8.87060 -2.18039 1.91152
61 C 8.75500 -2.76669 0.56492
62 O 8.41080 -4.13779 0.83172
63 H 7.96458 -2.23453 2.51508
64 H 9.12561 -1.12532 2.01093
65 H 9.74869 -2.78008 0.11715
66 H 8.00975 -2.21435 -0.00747
67 O -4.82202 -1.76572 7.04477
68 S -5.42340 -0.50900 6.72797
69 O -5.07017 0.08285 5.40712
70 O -7.07795 -0.54975 6.95060
71 C -7.55805 -0.18924 8.15852
72 C -6.42682 0.34403 8.95830
73 O -5.35622 0.56597 8.02085
74 H -8.29177 0.60542 8.02342
75 H -8.02696 -1.04279 8.64808
76 H -5.99283 -0.38584 9.64170
77 H -6.49089 1.25655 9.55100
78 O 5.85656 8.37060 2.26421
79 S 4.95709 8.97838 1.26928
80 O 4.17917 10.14743 1.64996
81 O 5.81512 9.15667 -0.14725
82 C 5.10938 8.72181 -1.27280
83 C 4.41086 7.55098 -0.74850
84 O 4.04789 7.76567 0.60869
85 H 4.45527 9.46428 -1.72993
86 H 5.77540 8.28537 -2.01714
87 H 5.11484 6.72325 -0.66251
88 H 3.66119 7.13752 -1.42315
89 O -6.49814 -6.11151 -1.96339
90 C -5.75016 -6.05903 -0.97700
91 C -6.12100 -6.05975 0.44116
92 C -4.74379 -6.40547 1.01278
93 C -3.71580 -5.81825 0.00958
94 O -4.45306 -5.62015 -1.16213
95 H -6.50892 -5.09755 0.77553
96 H -6.84811 -6.83274 0.68994
97 H -4.52546 -6.03524 2.01446
98 H -4.70426 -7.48382 1.16675
99 H -3.28531 -4.83545 0.20164
100 H -2.92070 -6.54544 -0.15506

=====

(3)
DFT (ωB97M-V/def2-TZVPD) results for 5 unconnected molecules or ions with the total composition C20H39BrClIN4O6PS in a non-equilibrium geometry.

Results
total charge = +1
E = -5526.7882 a.u.
Kohn-Sham gap = 6.604 eV
highest occupied orbital energy = -10.91 eV

Positions of all 74 atoms, in Å:
1 C 0.22618 -1.92453 0.41734
2 P -1.49533 -1.98598 -0.41480
3 C -1.10312 -2.41926 -2.27124
4 C -2.04341 -0.12769 -0.50489
5 N -0.99279 0.95450 -0.61642
6 C -1.92027 2.17524 -0.66759
7 N -1.40834 3.43134 -0.74761
8 Br -2.23491 5.08746 -0.77177
9 N -3.37565 1.87002 -0.62350
10 I -5.13547 2.86048 -0.69743
11 N -3.42482 0.49135 -0.49619
12 C -4.55684 -0.49586 -0.35432
13 C -4.80002 -1.34462 -1.77514
14 C -6.31602 -2.04368 -1.80451
15 C -6.29776 -3.60288 -1.21628
16 S -6.06884 -3.70576 0.64075
17 O -6.83351 -5.00732 1.10290
18 O -6.68254 -2.47952 1.39111
19 Cl -4.05008 -4.05444 1.21321
20 H 0.37114 -2.95099 0.97379
21 H 1.04016 -1.91008 -0.45223
22 H 0.30609 -0.98917 1.12281
23 H -0.65180 -3.50380 -2.36307
24 H -0.38852 -1.59363 -2.75403
25 H -2.12748 -2.31788 -2.85796
26 H -0.34435 3.46491 -0.80420
27 H -5.54692 -0.06915 0.09930
28 H -4.18119 -1.32574 0.41771
29 H -4.57580 -0.69996 -2.72639
30 H -4.04763 -2.27014 -1.82717
31 H -7.11200 -1.36997 -1.26342
32 H -6.59275 -2.12364 -2.96100
33 H -7.34666 -4.10766 -1.47937
34 H -5.42232 -4.23091 -1.72227
35 C 2.12656 -6.21176 -0.25675
36 C 2.39028 -5.04356 0.65524
37 O 1.86152 -3.95006 0.46141
38 C 3.32610 -5.26490 1.81339
39 H 1.43327 -5.90565 -1.04729
40 H 3.06075 -6.54069 -0.71892
41 H 1.67311 -7.02967 0.30886
42 H 4.31370 -5.55158 1.44345
43 H 2.92606 -6.04056 2.47123
44 H 3.42203 -4.33569 2.38498
45 C -5.33601 9.51295 -1.38493
46 C -4.34199 8.43863 -1.73668
47 O -3.32720 8.26268 -1.06426
48 C -4.63743 7.58806 -2.94305
49 H -4.99267 10.04685 -0.49253
50 H -5.41935 10.22626 -2.20879
51 H -6.30889 9.06327 -1.17093
52 H -4.68959 8.21559 -3.83628
53 H -5.57913 7.05260 -2.79842
54 H -3.83437 6.85537 -3.07580
55 C 4.61822 -1.30713 1.12895
56 C 4.62681 -1.63633 2.59779
57 O 3.76909 -2.36510 3.09388
58 C 5.72522 -1.03922 3.43626
59 H 3.76957 -1.80689 0.65005
60 H 4.51223 -0.22819 0.99055
61 H 5.54125 -1.66174 0.66335
62 H 5.66852 0.05160 3.40069
63 H 6.69753 -1.38194 3.07349
64 H 5.60493 -1.36279 4.47558
65 C 8.07127 2.75714 2.64630
66 C 8.38902 1.61907 1.71368
67 O 7.85772 0.51766 1.84603
68 C 9.38210 1.88058 0.61301
69 H 7.33992 2.42343 3.39001
70 H 8.97825 3.07582 3.16623
71 H 7.64262 3.59015 2.08339
72 H 10.34745 2.16015 1.04234
73 H 9.01182 2.67448 -0.04050
74 H 9.51321 0.97004 0.01881